1.
A 2-piece molecular cluster, C2H8NOS overall in a non-equilibrium geometry. Source: OMol25; level of theory: ωB97M-V/def2-TZVPD.

Element x y z (Å)
S (-2.0698, -0.4292, -0.3215)
O (-0.4235, 1.5095, 0.3474)
N (0.3922, -2.1253, -0.7581)
C (-0.6283, 0.2680, 0.2018)
C (0.8740, 1.9603, 0.7649)
H (0.9197, 3.0226, 0.6381)
H (1.2641, -2.2517, -1.3170)
H (1.5601, 1.3745, 0.1595)
H (-2.8009, 0.5361, -0.9087)
H (0.8298, 1.9153, 1.8496)
H (-0.5545, -2.3928, -1.0182)
H (0.5061, -2.8760, 0.0148)
H (0.1308, -0.5113, 0.3474)

Values from the calculation:
- total energy (eV) = -16567.695
- total charge = +1
- energy relative to the best compared isomer or geometry (same formula, charge and spin) (kJ/mol) = 246.0
- E_HOMO (eV) = -14.52
- HOMO-LUMO gap (hartree) = 0.3415
- F_max (eV/Å) = 3.99

=====

2.
C26H55AsF6N4O6 as an isolated structure in a non-equilibrium geometry. Source: OMol25; level of theory: ωB97M-V/def2-TZVPD.

Element x y z (Å)
As (0.7037, -19.4545, 11.3786)
F (0.8978, -20.0996, 9.8390)
F (2.3988, -18.9617, 11.4485)
F (-1.0129, -19.8953, 11.4947)
F (1.0982, -21.0032, 12.1494)
F (0.2471, -17.8568, 10.8236)
F (0.5853, -18.7984, 13.0470)
O (-4.8898, -14.9635, 13.0010)
O (2.1180, -25.2846, 7.8669)
O (5.7312, -17.2183, 12.4228)
O (-2.3356, -22.6867, 15.0410)
O (0.3574, -24.2741, 6.9488)
O (-2.5757, -21.5812, 6.0077)
N (-1.8322, -22.8660, 7.7371)
N (-0.8282, -22.2937, 16.7619)
N (5.1785, -18.2018, 13.2056)
N (-3.5762, -14.9731, 12.6604)
C (-1.5857, -23.3262, 17.5849)
C (3.2939, -16.6666, 13.5461)
C (-2.9335, -16.9344, 11.2994)
C (4.8942, -20.6410, 13.5761)
C (1.6158, -24.2621, 7.4280)
C (-3.0517, -13.5983, 12.3632)
C (4.3080, -20.1944, 14.9265)
C (-3.2559, -13.4741, 10.8671)
C (7.2015, -19.4955, 13.4450)
C (-2.5089, -22.6607, 6.5380)
C (3.4116, -18.9709, 14.8167)
C (-1.5816, -13.5447, 12.7947)
C (5.0905, -17.0495, 15.2327)
C (-2.9015, -16.3036, 12.7495)
C (-0.8389, -14.8224, 12.4525)
C (-1.3916, -16.0335, 13.1459)
C (-1.4257, -22.0552, 15.3934)
C (5.7976, -19.5669, 12.9252)
C (-3.7029, -17.1412, 13.6654)
C (5.7739, -19.6888, 11.3497)
C (4.2018, -17.7352, 14.1476)
C (-4.0243, -12.6006, 13.1546)
C (-3.1424, -23.8992, 6.0347)
C (-0.6031, -21.0266, 14.5927)
C (2.3992, -22.8212, 7.4986)
C (-1.4840, -21.7942, 8.5922)
H (-3.9724, -24.2659, 6.6248)
H (0.2059, -14.7387, 12.7575)
H (5.5041, -17.8642, 15.8220)
H (-4.2222, -13.0764, 14.1041)
H (-3.9315, -17.1872, 10.9561)
H (4.4996, -16.4121, 15.8790)
H (-3.7639, -16.6201, 14.6172)
H (7.8384, -20.3417, 13.1614)
H (-1.9164, -23.7426, 8.2528)
H (-0.0196, -23.3925, 6.8099)
H (-4.2854, -13.7943, 10.6856)
H (-1.0681, -20.7785, 13.6369)
H (-0.9015, -20.9624, 8.2121)
H (-3.5345, -11.6308, 13.1842)
H (-3.3345, -18.1351, 13.9060)
H (0.3911, -21.4146, 14.3364)
H (3.7011, -20.9859, 15.3556)
H (4.0610, -20.8441, 12.8830)
H (-0.9803, -23.4283, 18.4803)
H (-2.6108, -22.9821, 17.7317)
H (7.1520, -19.5315, 14.5343)
H (3.9119, -15.9276, 13.0475)
H (3.2241, -22.8417, 8.2013)
H (2.5771, -19.2664, 14.1856)
H (-4.9222, -12.5692, 12.5448)
H (-2.5272, -24.7679, 5.8596)
H (5.9439, -16.5159, 14.8140)
H (-2.4551, -16.2256, 10.6284)
H (-1.5736, -24.2167, 16.9591)
H (1.6126, -22.1449, 7.8616)
H (5.1370, -19.9777, 15.6137)
H (-0.7206, -21.4120, 17.2579)
H (-0.7247, -14.9147, 11.3814)
H (5.9532, -20.7232, 11.0536)
H (2.7635, -17.2513, 12.8001)
H (2.7324, -22.5612, 6.5020)
H (2.9633, -18.5836, 15.7283)
H (-0.8736, -22.1385, 9.4129)
H (-3.0988, -12.4570, 10.5167)
H (-2.3251, -21.3227, 9.0856)
H (4.7792, -19.3956, 11.0000)
H (-0.9814, -16.9885, 12.8716)
H (-1.3106, -15.9319, 14.2312)
H (6.5535, -19.0534, 10.9463)
H (-1.6250, -13.4492, 13.8810)
H (7.7094, -18.5714, 13.2133)
H (-3.5101, -23.7261, 5.0232)
H (0.1396, -22.6102, 16.7169)
H (-2.5499, -14.0976, 10.3228)
H (5.5114, -21.5428, 13.5857)
H (-1.1575, -12.6416, 12.3607)
H (2.6195, -16.2314, 14.2651)
H (-0.4715, -20.1613, 15.2605)
H (-4.7556, -17.2117, 13.3895)
H (-2.3405, -17.8479, 11.3395)

Values from the calculation:
- total energy (eV) = -123225.607
- total charge = +2
- E_HOMO (eV) = -12.42
- HOMO-LUMO gap (hartree) = 0.1643
- F_max (eV/Å) = 9.08

=====

3.
One molecule with the formula C20H26NO6P in a non-equilibrium geometry. Source: OMol25; level of theory: ωB97M-V/def2-TZVPD.

Element x y z (Å)
P (2.4080, -1.0609, 0.2505)
O (1.4519, -1.6460, 1.1872)
O (0.2243, -0.1072, -1.0350)
O (-3.6326, -3.8972, 0.1356)
O (2.2668, -1.7663, -1.1792)
O (3.9596, -1.3380, 0.6708)
O (0.3013, 0.9822, 0.9175)
N (-2.4279, -1.0391, -0.2881)
C (2.8085, 3.5172, 0.1633)
C (1.6172, 2.9324, 0.5534)
C (-2.2829, -3.5189, -0.0030)
C (-4.1532, 2.7707, 0.8495)
C (-2.0639, -2.3057, -0.9173)
C (4.2500, -2.5568, 1.3265)
C (2.5548, 0.7487, 0.1184)
C (-4.3875, -3.0487, 0.9681)
C (-2.1021, 2.3717, -0.9617)
C (-2.9648, 1.3249, -0.6662)
C (1.4970, 1.5508, 0.5297)
C (-2.7744, -0.0281, -1.2914)
C (3.7422, 1.3497, -0.2714)
C (-2.2616, 3.6071, -0.3574)
C (3.8666, 2.7277, -0.2580)
C (2.9895, -1.3350, -2.3152)
C (-3.2850, 3.8084, 0.5518)
C (-1.4439, -0.5749, 0.6674)
C (-0.2237, 0.0783, 0.0678)
C (-3.9945, 1.5381, 0.2434)
H (-1.9042, 0.1299, 1.3652)
H (2.6136, -0.3702, -2.6600)
H (-1.0674, -1.4232, 1.2444)
H (2.8248, -2.0880, -3.0858)
H (5.0871, -2.3708, 1.9998)
H (-1.8349, -3.3478, 0.9854)
H (4.0571, -1.2575, -2.0967)
H (-5.3886, -3.4748, 1.0088)
H (-4.6670, 0.7259, 0.4773)
H (2.9084, 4.5918, 0.1840)
H (3.3824, -2.8953, 1.8960)
H (-4.4283, -2.0314, 0.5714)
H (-2.7043, -2.4392, -1.7922)
H (-3.7128, -0.3538, -1.7551)
H (-1.3004, 2.2192, -1.6709)
H (-1.7934, -4.3832, -0.4592)
H (-3.4084, 4.7713, 1.0255)
H (4.5239, -3.3262, 0.6009)
H (-2.0070, 0.0369, -2.0769)
H (-1.5850, 4.4144, -0.5995)
H (-1.0175, -2.3003, -1.2500)
H (0.7753, 3.5227, 0.8800)
H (4.7930, 3.1863, -0.5688)
H (-3.9639, -3.0153, 1.9798)
H (-4.9560, 2.9244, 1.5558)
H (4.5710, 0.7279, -0.5699)

Values from the calculation:
- total energy (eV) = -44227.214
- energy relative to the best compared isomer or geometry (same formula, charge and spin) (kJ/mol) = 9.0
- E_HOMO (eV) = -8.33
- HOMO-LUMO gap (hartree) = 0.3326
- F_max (eV/Å) = 2.03

=====

4.
C21H20ClCoF3N3O6S3 as an isolated structure. Source: OMol25; level of theory: ωB97M-V/def2-TZVPD.

Element x y z (Å)
Co (-0.0552, 0.6798, 0.0472)
Cl (4.3099, -0.2549, 5.7991)
S (-2.6228, 0.0376, 0.1558)
S (0.8288, -2.4318, -0.3523)
S (-0.2933, 3.7568, 0.2702)
F (-1.1989, -4.0756, -0.1208)
F (0.7417, -4.9618, 0.2507)
F (-0.1611, -3.6673, 1.7354)
O (-3.0937, -1.3095, -0.2392)
O (-0.0168, 0.8192, 1.9984)
O (2.1526, -2.4009, 0.2081)
O (-0.0349, -1.3276, 0.1648)
O (0.7027, -2.6201, -1.7701)
O (0.8866, 4.3783, -0.2875)
N (0.2446, 0.3759, -2.0171)
N (1.9865, 0.7352, -0.0163)
N (-0.6851, 2.4041, -0.1901)
C (0.9777, 0.5772, 2.7952)
C (3.3703, 0.2211, -3.9748)
C (1.7341, 0.2565, 5.0854)
C (0.9989, -0.1824, -4.6249)
C (-4.6344, 0.6130, -1.6434)
C (4.2623, 0.5338, -2.9920)
C (3.0490, 0.0573, 4.6405)
C (-3.6884, 1.2832, -0.6609)
C (2.7137, 0.3806, 0.9901)
C (-0.6487, 0.0783, -2.9241)
C (2.5135, 0.6271, -1.3298)
C (1.5643, 0.3797, -2.3566)
C (0.7308, 0.5016, 4.1875)
C (-4.4884, -0.1448, 2.1632)
C (3.8343, 0.7356, -1.6620)
C (-0.3122, -0.2246, -4.2547)
C (-3.0695, 0.3161, 1.8779)
C (1.9908, 0.1385, -3.6713)
C (3.3277, 0.1008, 3.3069)
C (2.3144, 0.3743, 2.3629)
C (-0.0058, -3.8706, 0.4254)
H (-3.0074, 1.9826, -1.1446)
H (-4.6585, -0.1669, 3.2392)
H (4.3407, -0.0676, 2.9622)
H (-5.2704, 1.3697, -2.1038)
H (3.6998, 0.0383, -4.9894)
H (1.5198, 0.2050, 6.1449)
H (3.7237, 0.0223, 0.7950)
H (-5.2342, 0.5161, 1.7194)
H (-4.2291, 1.8232, 0.1155)
H (-1.6853, 0.0764, -2.6064)
H (-5.2629, -0.1224, -1.1455)
H (-2.8938, 1.3773, 2.0643)
H (-0.2892, 0.6448, 4.5195)
H (1.2963, -0.4011, -5.6432)
H (5.3150, 0.6227, -3.2240)
H (-4.6417, -1.1493, 1.7703)
H (-1.0917, -0.4823, -4.9567)
H (4.5650, 0.9814, -0.9028)
H (-4.0956, 0.0884, -2.4314)
H (-2.3264, -0.2485, 2.4406)

Values from the calculation:
- spin multiplicity = 5
- total energy (eV) = -129663.896
- energy relative to the best compared isomer or geometry (same formula, charge and spin) (kJ/mol) = 0.0
- E_HOMO (spin up / spin down) (eV) = -8.22 / -8.16
- HOMO-LUMO gap (spin up / spin down) (hartree) = 0.2711 / 0.2164
- F_max (eV/Å) = 0.56

=====

5.
C12H36Cl2O14Zr as an isolated structure in a non-equilibrium geometry. Source: OMol25; level of theory: ωB97M-V/def2-TZVPD.

Element x y z (Å)
Zr (-0.1343, 0.0469, 0.2996)
Cl (-2.7106, -1.0479, 2.8879)
Cl (2.9966, -1.7461, -1.4330)
O (-2.0036, -0.3125, 1.8435)
O (0.8345, -0.8179, 2.2187)
O (1.6017, 1.3956, 0.8926)
O (-1.0602, 1.9945, 0.3710)
O (-1.6893, -1.3062, 3.8712)
O (-0.5389, -2.2093, 0.3061)
O (0.4423, 1.0067, -1.6800)
O (3.4223, -0.7789, -2.4307)
O (-1.8949, -0.3257, -1.0672)
O (-3.0883, -2.2446, 2.2673)
O (1.8806, -1.2111, -0.6733)
O (-3.8339, -0.2782, 3.3293)
O (4.0231, -2.1186, -0.5270)
O (2.5332, -2.9037, -2.0752)
C (1.5436, 2.5574, -3.1701)
C (-3.0539, 3.1565, 1.3338)
C (-2.3909, 2.5005, 0.1218)
C (2.4179, -1.3444, 4.0650)
C (0.5488, 2.3901, -2.0144)
C (-2.8060, -1.2763, -3.1844)
C (-2.1406, -3.6440, -0.7298)
C (2.8852, 1.8160, 0.3204)
C (2.1411, -1.4020, 2.5966)
C (4.0521, 1.5222, 1.2427)
C (-2.3685, 0.0133, -2.4060)
C (-0.7908, -2.9736, -0.8710)
H (0.2409, -1.0787, 2.9267)
H (-0.4451, -2.9471, 0.9131)
H (-3.1025, 1.7961, -0.3090)
H (-3.1725, 0.7443, -2.3191)
H (-2.4196, -4.3344, -1.5257)
H (-0.5786, -2.4125, -1.7811)
H (-0.6745, 2.8386, 0.6167)
H (-2.7599, -0.6247, -0.7775)
H (-2.9029, -2.8696, -0.6438)
H (2.4691, 1.9939, -3.0515)
H (-0.0273, -3.7502, -0.9147)
H (-3.9839, 3.6278, 1.0162)
H (2.1091, -2.4602, 2.3372)
H (-2.3487, 3.2856, -0.6331)
H (-0.4024, 2.8540, -2.2752)
H (1.5766, -1.7929, 4.5934)
H (1.8547, 3.5782, -3.3922)
H (4.0135, 2.0116, 2.2159)
H (2.9610, -1.0217, 1.9874)
H (-3.2619, 2.4338, 2.1228)
H (2.8263, 2.9029, 0.2620)
H (1.6416, 1.8718, 1.7252)
H (-3.5880, -1.8615, -2.7007)
H (-1.9447, -1.9207, -3.3605)
H (4.9598, 1.9630, 0.8305)
H (3.2745, -1.9803, 4.2890)
H (1.1024, 2.2416, -4.1154)
H (0.7803, 2.9905, -1.1346)
H (-1.6229, 0.5525, -2.9903)
H (2.5898, -0.3224, 4.4026)
H (3.0465, 1.4437, -0.6912)
H (-3.1535, -0.9862, -4.1760)
H (-2.4181, 3.9494, 1.7277)
H (-2.1788, -4.2066, 0.2030)
H (4.2685, 0.4734, 1.4457)
H (0.4529, 0.5585, -2.5289)

Values from the calculation:
- total energy (eV) = -67988.351
- total charge = +2
- energy relative to the best compared isomer or geometry (same formula, charge and spin) (kJ/mol) = 197.7
- E_HOMO (eV) = -15.41
- HOMO-LUMO gap (hartree) = 0.2406
- F_max (eV/Å) = 5.58

=====

> Number 3 is which compound?

C20H26NO6P